1.
DFT (ωB97M-V/def2-TZVPD) results for a structure of composition C18H27ClMnN2O4S in a non-equilibrium geometry.

Last column: Mulliken spin population.
CARTESIAN COORDINATES (ANGSTROEM)
1 Mn 3.38260 -1.65756 1.68157  3.124
2 Cl 1.18366 -1.40593 1.58081  0.041
3 C 4.10062 0.03120 0.80334  -0.114
4 C 3.38674 0.65411 -0.21776  -0.053
5 C 3.89735 1.82693 -0.81656  0.002
6 C 5.10662 2.37960 -0.37753  0.001
7 C 5.83011 1.72315 0.62890  -0.005
8 C 5.34712 0.52477 1.18683  -0.026
9 H 2.44028 0.25327 -0.57598  -0.009
10 H 3.35497 2.31528 -1.63356  -0.001
11 H 6.77938 2.15023 0.96022  -0.002
12 H 5.98748 0.01881 1.90803  -0.004
13 C 5.61963 3.66595 -0.95835  0.001
14 H 6.68568 3.77890 -0.74615  0.000
15 H 5.09703 4.52543 -0.52111  0.000
16 H 5.46627 3.69621 -2.04161  0.000
17 C -4.56104 0.65824 -0.01804  0.001
18 N -3.38137 0.21027 0.55508  0.002
19 H -5.16544 0.57610 -2.13562  0.000
20 N -3.21692 -0.18083 -1.53493  -0.002
21 H -5.37127 1.08575 0.54249  0.000
22 C -3.05699 0.14038 1.97952  0.000
23 C -4.13882 0.85059 2.75412  0.000
24 C -3.01897 -1.33307 2.37600  -0.001
25 H -5.09840 0.33934 2.62664  0.000
26 H -3.87843 0.80843 3.81500  0.000
27 H -4.21878 1.90313 2.46797  0.000
28 H -1.44614 0.83398 3.21708  0.000
29 H -1.70575 1.82011 1.76974  0.000
30 H -2.24424 -1.87535 1.82515  0.000
31 C -1.69183 0.78932 2.15249  -0.005
32 H -4.00286 -1.79174 2.19656  0.000
33 H -2.81012 -1.40595 3.44749  0.000
34 H -0.91369 0.20785 1.64792  0.003
35 C -4.45825 0.40723 -1.34559  0.000
36 C -2.61588 -2.26090 -2.61465  -0.001
37 H -3.63503 -2.66223 -2.50832  0.000
38 H -2.18188 -2.69209 -3.51982  0.000
39 C -2.67906 -0.74410 -2.77404  0.001
40 H -0.84817 -0.56555 -3.87724  0.000
41 C -3.60740 -0.39232 -3.91113  0.000
42 H -3.70210 0.69018 -4.03045  0.000
43 H -2.01134 -2.55287 -1.74822  0.001
44 H -0.64056 -0.37678 -2.11516  0.002
45 H -4.58556 -0.85821 -3.76115  0.000
46 H -3.17688 -0.79984 -4.83218  0.000
47 C -1.29025 -0.15216 -2.96873  -0.003
48 H -1.36218 0.93689 -3.10405  0.000
49 C -2.55243 -0.29092 -0.37344  0.000
50 O 5.91937 -2.49671 3.69900  0.006
51 S 5.21541 -3.22784 2.66719  -0.008
52 O 5.69679 -4.55939 2.35492  0.000
53 O 3.67049 -3.19824 2.89093  0.029
54 O 5.10043 -2.32108 1.32637  0.020

Forces on the atoms, in the same order (eV/Å):
Mn 0.5 0.5 -0.7
Cl -1.1 0.1 0.1
C -1.1 -1.1 0.5
C 0.8 1.4 -0.5
C 0.1 -0.4 0.2
C -0.2 -0.3 0.1
C -0.5 -0.5 -0.1
C 0.5 1.4 -0.6
H 0.0 0.0 0.2
H 0.1 -0.1 0.1
H -0.1 -0.1 -0.1
H -0.4 -0.1 0.0
C -0.1 0.1 0.0
H 0.0 0.1 -0.1
H 0.1 0.1 -0.1
H 0.1 0.1 0.0
C -0.1 -0.1 -0.2
N -0.6 0.2 -0.9
H -0.1 0.1 0.0
N -0.7 0.4 0.5
H 0.0 0.1 -0.1
C 0.4 -0.1 -0.2
C -0.1 0.1 0.5
C -0.1 -0.1 0.3
H 0.0 0.2 0.0
H -0.1 0.0 -0.1
H -0.1 -0.1 0.0
H 0.1 -0.1 0.0
H 0.0 -0.2 0.0
H -0.1 0.2 0.1
C 0.1 0.2 0.4
H 0.2 0.0 0.0
H 0.1 -0.1 -0.1
H -0.1 0.2 0.1
C -0.2 0.0 0.1
C -0.1 -0.2 -0.1
H 0.2 0.0 0.1
H 0.0 -0.1 0.0
C 0.2 0.0 0.5
H 0.1 0.0 0.0
C 0.1 -0.1 -0.5
H -0.1 -0.1 0.0
H -0.1 0.2 -0.2
H -0.2 0.1 -0.2
H 0.0 0.2 -0.1
H -0.1 0.1 0.1
C 0.2 0.1 -0.3
H 0.1 -0.2 0.2
C 1.0 -0.7 0.2
O 0.4 -0.4 0.2
S -2.9 1.6 -2.9
O 0.2 0.2 0.4
O 1.2 -0.9 1.1
O 2.2 -1.8 2.0

LUMO level (spin up / spin down): 3.79 / 3.79 eV
2S+1: 4
<S²>: 3.797
HOMO-LUMO gap (spin up / spin down): 4.58 / 2.79 eV
charge: -2
ΔE to the lowest compared entry with this formula, charge and spin: 0.000 eV
E_HOMO (spin up / spin down): -0.0292 / 0.0367 Ha


2.
DFT (ωB97M-V/def2-TZVPD) results for a cluster of 2 separate species, C2H7N2O in total in a non-equilibrium geometry.

Last column: natural (NBO) charge in e.
CARTESIAN COORDINATES (ANGSTROEM)
1 C -1.55884 0.39799 -0.16867  0.290
2 C 1.28765 0.70683 0.68662  0.054
3 N -1.89086 -0.86655 -0.14614  -0.783
4 N 1.87260 -0.21224 0.01967  -0.634
5 O -2.39921 1.41344 -0.33142  -0.666
6 H 0.22168 1.13016 0.41221  0.253
7 H 1.24863 0.71706 1.87699  0.229
8 H -1.07469 -1.53404 -0.20941  0.431
9 H -2.88532 -1.10026 -0.25712  0.411
10 H 2.74236 -0.65414 0.45500  0.456
11 H -1.89900 2.34212 -0.45199  0.528
12 H 1.67948 -0.18648 -0.95305  0.431

Forces on the atoms, in the same order (eV/Å):
C 3.2 1.9 0.1
C -3.8 0.0 4.0
N -0.7 0.6 -0.4
N 2.3 0.7 2.0
O 0.3 1.1 -0.4
H 1.7 -0.5 -1.2
H 1.5 -0.1 -2.4
H -2.1 0.9 0.3
H 0.5 -0.8 -0.1
H -1.7 0.3 -1.3
H -1.4 -3.4 0.6
H 0.3 -0.6 -1.3

LUMO level: -5.07 eV
HOMO-LUMO gap: 7.36 eV
charge: +1
ΔE to the lowest compared entry with this formula, charge and spin: 4.225 eV
E_HOMO: -0.4570 Ha


3.
DFT (ωB97M-V/def2-TZVPD) results for a structure of composition C2F36HfO6P5S2 in a non-equilibrium geometry.

Last column: natural (NBO) charge in e.
CARTESIAN COORDINATES (ANGSTROEM)
1 Hf -15.81170 -0.99633 -20.24887  2.732
2 C -20.47561 -0.91237 -18.88653  0.752
3 F -21.25823 -1.42212 -17.92585  -0.326
4 F -21.20330 -0.32923 -19.85484  -0.314
5 F -19.66403 -0.02007 -18.28338  -0.316
6 S -19.29593 -2.29303 -19.59217  2.323
7 O -18.89786 -3.08626 -18.43823  -0.941
8 O -20.08083 -2.95879 -20.59700  -0.936
9 O -18.04943 -1.61160 -20.12167  -1.066
10 C -11.33962 -3.44977 -20.90253  0.786
11 F -10.77950 -2.34369 -21.44602  -0.304
12 F -11.93193 -4.11695 -21.88726  -0.305
13 F -10.34567 -4.22267 -20.31977  -0.339
14 S -12.72421 -2.95848 -19.60345  2.274
15 O -11.99569 -2.18184 -18.55552  -0.939
16 O -13.84092 -2.13701 -20.24617  -1.052
17 O -13.26263 -4.18035 -19.03245  -0.937
18 P -16.04894 -3.75036 -22.19466  2.635
19 F -14.56608 -4.25687 -22.14667  -0.561
20 F -16.61449 -5.20245 -21.81913  -0.568
21 F -15.96888 -3.27692 -20.65428  -0.576
22 F -17.48513 -3.06399 -22.19030  -0.571
23 F -15.61112 -2.24550 -22.46006  -0.570
24 F -16.10284 -4.02590 -23.78241  -0.581
25 P -14.48298 2.49892 -18.76068  2.615
26 F -14.07375 3.67728 -17.66276  -0.592
27 F -13.03196 2.56180 -19.47458  -0.560
28 F -13.90366 1.41918 -17.73744  -0.586
29 F -14.83009 1.09349 -19.59258  -0.608
30 F -15.95969 2.26581 -18.22334  -0.577
31 F -15.20104 3.54452 -19.84677  -0.569
32 P -15.79775 -1.53140 -17.05486  2.614
33 F -16.74571 -0.45226 -17.84903  -0.559
34 F -14.66818 -0.98395 -18.11393  -0.555
35 F -15.43530 -0.52645 -15.80790  -0.556
36 F -14.92131 -2.74465 -16.43284  -0.557
37 F -17.05547 -2.04583 -16.15961  -0.571
38 F -16.14335 -2.49686 -18.32410  -0.564
39 P -17.63648 1.35824 -21.80614  2.619
40 F -19.08856 0.62479 -21.49223  -0.568
41 F -17.93739 1.56683 -23.37387  -0.560
42 F -18.14809 2.87564 -21.41187  -0.569
43 F -16.12696 1.89607 -22.02014  -0.564
44 F -17.24518 1.04331 -20.29638  -0.569
45 F -16.94367 -0.06959 -22.00567  -0.579
46 P -13.15994 0.05522 -22.83639  2.628
47 F -14.16870 -0.12040 -24.05648  -0.586
48 F -12.02165 0.37441 -23.91081  -0.591
49 F -13.57243 1.55916 -22.59811  -0.566
50 F -12.06486 0.11389 -21.60976  -0.584
51 F -14.26455 -0.30325 -21.78207  -0.588
52 F -12.88284 -1.53406 -22.98007  -0.593

Forces on the atoms, in the same order (eV/Å):
Hf 0.5 -1.2 0.4
C 2.2 -0.3 -0.3
F -0.3 0.1 -0.7
F 0.2 -0.3 1.0
F -0.8 0.0 -0.5
S 1.5 -1.3 1.0
O -1.1 0.9 -0.7
O 0.1 0.7 0.1
O 0.1 0.9 0.1
C -0.6 1.2 -0.3
F -0.1 -1.3 1.0
F 0.6 -0.4 0.4
F -1.6 1.1 -0.7
S -0.1 1.4 4.6
O -0.8 -1.1 -3.0
O 1.0 -0.1 0.0
O 0.5 0.1 -1.6
P -1.3 -1.1 -2.2
F 0.5 -0.2 0.2
F 0.0 0.6 0.1
F -0.1 -0.2 2.9
F -2.0 -1.5 -0.6
F 2.2 2.8 -0.6
F -0.3 -0.2 0.3
P 0.4 0.9 1.0
F -0.8 -0.4 -1.4
F -1.3 0.6 -0.1
F 0.6 0.4 1.3
F -0.5 -2.0 -3.4
F -0.5 0.9 1.5
F 1.8 -1.2 0.9
P -0.9 -0.9 3.1
F -0.4 0.7 0.1
F 1.1 0.4 0.7
F 0.3 -0.5 -2.1
F 0.2 1.4 -0.7
F 0.3 0.3 -1.2
F -0.7 -1.0 -1.0
P -0.8 3.5 -0.7
F 1.2 1.3 -1.1
F -0.4 -0.6 1.0
F 0.0 -1.8 -0.4
F -0.6 0.9 -0.2
F 0.2 0.0 3.2
F 0.7 -3.9 -1.6
P 3.2 -0.6 -1.5
F -1.2 0.5 -0.2
F 0.7 0.6 0.0
F 0.5 0.8 -0.5
F -0.6 0.2 -0.7
F -3.8 -0.7 2.9
F 0.5 -0.2 0.2

LUMO level: 5.99 eV
HOMO-LUMO gap: 9.11 eV
charge: -3
ΔE to the lowest compared entry with this formula, charge and spin: 0.000 eV
E_HOMO: -0.1144 Ha